--- A ---
A 2-piece molecular cluster, C2HI3 overall. Source: the OMol25 dataset; level of theory: the ωB97M-V functional and the def2-TZVPD basis.

The HOMO energy comes out at -9.2734 eV. The calculation puts the LUMO energy at -0.2127 eV. The calculation puts the orbital gap at 9.061 eV. Its SMILES is IC#CI.I.

```
! RIJCOSX wB97M-V def2-TZVPD def2/J DEFGRID3
* xyz 0 1
I 0.58878 2.72808 -0.04988
C -0.68569 1.10430 -0.07109
C -1.14798 -0.02961 0.04733
I -2.22480 -1.68744 -0.00407
I 1.71898 -1.87412 0.04744
H 1.75071 -0.24121 0.03027
*
```

--- B ---
C2HI3 as an isolated structure. Source: the OMol25 dataset; level of theory: the ωB97M-V functional and the def2-TZVPD basis.

The HOMO energy comes out at -9.0855 eV. The calculation puts the LUMO energy at -0.5784 eV. The calculation puts the orbital gap at 8.507 eV.

```
! RIJCOSX wB97M-V def2-TZVPD def2/J DEFGRID3
* xyz 0 1
C 1.53262 -0.22191 0.00844
C 1.94146 -1.34849 -0.50569
I 2.51747 1.10819 1.25775
I 0.56528 -2.62371 -1.50002
I 3.89935 -2.02071 -0.26114
H 0.01149 0.18892 -0.69194
*
```

Which structure is most stable, and how do the rest compare? From most to least stable: A, B.